The following is a quantum chemistry calculation of a molecular structure, C4H9NO in a non-equilibrium geometry, from OMol25.

Each line ends with the natural charge from an NBO analysis.
CARTESIAN COORDINATES (ANGSTROEM)
C (1.347, -0.517, -0.965)  -0.419
C (-1.270, 0.316, -1.140)  -0.467
N (0.457, 0.458, -0.315)  -0.334
C (-0.203, 0.212, 0.765)  0.516
C (-1.111, 0.226, 1.710)  -0.557
O (1.536, 0.491, 1.566)  -0.941
H (1.981, -0.369, 1.564)  0.426
H (1.089, -0.581, -2.024)  0.205
H (2.361, -0.137, -0.856)  0.241
H (1.281, -1.514, -0.525)  0.194
H (-0.900, 0.600, -2.118)  0.214
H (-1.654, -0.701, -1.127)  0.204
H (-1.958, 1.063, -0.760)  0.220
H (-0.795, 0.355, 2.734)  0.274
H (-2.162, 0.097, 1.491)  0.224

Force components x, y, z for each atom (eV/Å):
C -0.178 -0.045 0.162
C 2.281 0.431 -0.826
N -4.970 -0.266 -3.917
C 4.575 0.716 3.853
C -0.388 -0.245 -0.369
O -1.371 -0.639 0.487
H -0.209 0.080 0.260
H 0.061 0.093 0.115
H -0.074 0.005 -0.014
H -0.045 0.032 0.028
H -0.300 -0.083 -0.131
H 0.242 -0.002 0.266
H 0.295 -0.001 0.318
H 0.093 -0.082 -0.156
H -0.011 0.006 -0.075

Computed properties:
- Kohn-Sham gap (alpha / beta): 9.11 / 9.11 eV
- Lowest unoccupied orbital energy (alpha / beta): 0.67 / 0.67 eV
- E_HOMO (alpha / beta): -8.4 / -8.4 eV
- DFT total energy: -287.58724 hartree